DFT (wB97M-V/def2-TZVPD) results for a structure of composition C14H25N4O2SSr.

Energy above the lowest of the compared OMol25 structures with the same formula, charge and spin = 0.0 kJ/mol
Orbital gap = 2.415 eV
Spin multiplicity = 1
Electronic energy = -1346.64762 Ha
HOMO energy = 0.03 eV
Total charge = -1

CARTESIAN COORDINATES (ANGSTROEM)
Sr -0.31815 0.75503 0.57979
C -1.40395 3.24313 -1.00788
C -2.39725 2.73308 0.07007
N -2.71213 1.29443 0.25327
C -3.39059 0.49902 -0.77814
C -2.61047 -0.76746 -1.21470
N -1.18555 -0.50312 -1.49611
C -1.05298 0.75496 -2.24696
C 0.22353 1.58214 -2.03684
N -0.05762 2.63620 -1.03298
H -1.25392 4.29023 -0.71236
H -1.89106 3.29414 -1.98432
H -3.31000 3.33256 -0.06930
H -2.00876 3.05292 1.05514
H -3.15554 1.16001 1.15993
H -3.63226 1.12427 -1.63997
H -4.36339 0.15076 -0.42090
H -3.20096 -1.11372 -2.07641
H -2.63976 -1.52414 -0.43069
H -0.76733 -1.26822 -2.00900
H -1.81058 1.37413 -1.80600
H -1.31608 0.67945 -3.30840
H 0.56761 1.99779 -2.98732
H 1.08547 0.98472 -1.67288
H 0.64274 3.37672 -1.05280
O -1.65302 -0.74467 2.03284
N -1.36726 -1.77128 2.80119
C -1.95564 -1.83612 4.01371
C -1.75192 -2.89511 4.85598
C -0.90547 -3.92303 4.43467
C -0.29765 -3.83684 3.20946
C -0.50030 -2.73766 2.34732
S 0.26583 -2.54258 0.84745
H -2.58529 -0.98667 4.22905
H -2.24000 -2.91125 5.81928
H -0.72219 -4.77735 5.07390
H 0.37184 -4.60766 2.85695
C 4.23663 0.81220 -1.20882
O 3.97575 -0.50193 -0.68574
C 4.99530 -1.23511 -0.37104
C 4.44833 -2.49931 0.23629
H 3.76926 1.53343 -0.53922
H 3.77742 0.87449 -2.19400
H 5.31308 0.96350 -1.26530
H 5.14153 -3.32582 0.08816
H 3.43176 -2.75475 -0.07946
H 4.41099 -2.30380 1.31560